# C5H14N2O

A cluster of 2 separate species, C5H14N2O in total in a non-equilibrium geometry (ωB97M-V/def2-TZVPD, the OMol25 dataset).

Each atom is followed by the atoms it is bonded to, with distances in Å.
Cartesian coordinates (Å):
1 O 0.61 -1.28 -1.23  C8 1.455, H12 0.964
2 N -0.40 -1.25 1.52  C6 1.484, C7 1.292
3 N 0.40 1.05 -1.51  C5 1.510, C8 1.452, H22 1.024
4 C -1.07 1.19 1.37  C6 1.526, H11 1.091, H15 1.117, H20 1.114
5 C 1.03 2.28 -2.10  N3 1.510, H16 1.102, H18 1.103, H19 1.099
6 C -0.96 -0.07 2.22  N2 1.484, C4 1.526, H9 1.121, H21 1.130
7 C -0.97 -2.39 1.77  N2 1.292, H14 1.115, H17 1.084
8 C 1.31 -0.07 -1.65  O1 1.455, N3 1.452, H10 1.096, H13 1.062
9 H -2.00 -0.36 2.51  C6 1.121
10 H 2.25 0.15 -1.12  C8 1.096
11 H -0.07 1.47 1.03  C4 1.091
12 H 0.36 -1.15 -0.30  O1 0.964
13 H 1.58 -0.26 -2.66  C8 1.062
14 H -1.86 -2.47 2.44  C7 1.115
15 H -1.56 1.95 2.02  C4 1.117
16 H 1.29 2.23 -3.17  C5 1.102
17 H -0.53 -3.30 1.37  C7 1.084
18 H 1.91 2.56 -1.50  C5 1.103
19 H 0.30 3.11 -2.01  C5 1.099
20 H -1.69 0.98 0.46  C4 1.114
21 H -0.41 0.26 3.15  C6 1.130
22 H -0.39 0.77 -2.11  N3 1.024

The SMILES is C=NCC.CNCO. The HOMO-LUMO gap comes out at 10.16 eV. As for the largest force on an atom: 0.040 hartree/bohr. The value obtained for the molar mass is 118.18 g mol⁻¹. The LUMO energy comes out at 1.079 eV.

---

# C17H37B3Cl14O5

A cluster of 8 separate species, C17H37B3Cl14O5 in total in a non-equilibrium geometry (ωB97M-V/def2-TZVPD, the OMol25 dataset).

Each atom is followed by the atoms it is bonded to, with distances in Å.
Cartesian coordinates (Å):
1 Cl 0.84 -4.28 -1.77  C25 1.780
2 Cl 5.40 -7.57 -2.89  C32 1.782
3 Cl -1.86 -2.70 -3.59  C31 1.780
4 Cl -7.84 5.96 6.34  C20 1.780
5 Cl -1.75 1.78 0.11  C33 1.784
6 Cl -6.67 1.57 4.11  C27 1.780
7 Cl -4.55 -1.69 -5.41  C30 1.781
8 Cl -5.01 6.54 4.54  C28 1.781
9 Cl 4.06 -3.50 -0.96  C21 1.783
10 Cl -4.13 2.89 2.28  C23 1.780
11 Cl 1.50 -1.08 -3.05  C26 1.779
12 Cl 0.13 1.75 -4.36  C29 1.784
13 Cl -8.03 4.39 2.80  C24 1.781
14 Cl 8.43 -8.30 -4.27  C34 1.781
15 O 4.10 1.50 1.98  C22 1.432, B37 1.405
16 O 1.80 1.53 1.21  B37 1.428, B38 1.422
17 O 5.71 -1.03 2.06  C35 1.428, H47 0.960
18 O 2.83 -0.63 1.69  B37 1.412, B39 1.425
19 O 0.47 -0.56 1.13  B38 1.425, B39 1.422
20 C -6.74 7.36 6.49  Cl4 1.780, C28 1.512, H43 1.089, H75 1.090
21 C 3.40 -5.12 -1.29  Cl9 1.783, C25 1.511, H71 1.090, H76 1.089
22 C 5.23 1.17 1.17  O15 1.432, C35 1.580, H56 1.121, H64 1.113
23 C -3.29 3.85 1.04  Cl10 1.780, C33 1.511, H44 1.090, H45 1.089
24 C -8.81 3.26 3.94  Cl13 1.781, C27 1.512, H42 1.090, H49 1.089
25 C 2.32 -5.09 -2.35  Cl1 1.780, C21 1.511, H50 1.090, H65 1.090
26 C 0.35 0.02 -2.25  Cl11 1.779, C29 1.513, H57 1.090, H59 1.091
27 C -7.81 2.67 4.91  Cl6 1.780, C24 1.512, H61 1.088, H74 1.090
28 C -6.15 7.76 5.16  Cl8 1.781, C20 1.512, H52 1.090, H55 1.089
29 C -0.64 0.61 -3.23  Cl12 1.784, C26 1.513, H53 1.087, H66 1.089
30 C -3.13 -2.58 -6.01  Cl7 1.781, C31 1.512, H40 1.089, H51 1.090
31 C -2.59 -3.54 -4.98  Cl3 1.780, C30 1.512, H68 1.089, H70 1.090
32 C 6.64 -6.41 -3.44  Cl2 1.782, C34 1.512, H62 1.091, H63 1.089
33 C -2.98 3.04 -0.20  Cl5 1.784, C23 1.511, H54 1.089, H58 1.090
34 C 7.39 -6.90 -4.65  Cl14 1.781, C32 1.512, H60 1.090, H69 1.089
35 C 6.29 0.27 1.93  O17 1.428, C22 1.580, C36 1.578, H46 1.115
36 C 7.56 0.16 1.00  C35 1.578, H48 1.113, H72 1.113, H73 1.108
37 B 2.94 0.77 1.62  O15 1.405, O16 1.428, O18 1.412
38 B 0.59 0.82 1.45  O16 1.422, O19 1.425, H67 1.170
39 B 1.78 -0.99 0.80  O18 1.425, O19 1.422, H41 1.179
40 H -2.38 -1.85 -6.31  C30 1.089
41 H 2.07 -1.63 -0.15  B39 1.179
42 H -9.56 3.83 4.48  C24 1.090
43 H -5.97 7.11 7.22  C20 1.089
44 H -3.94 4.68 0.78  C23 1.090
45 H -2.38 4.25 1.49  C23 1.089
46 H 6.52 0.76 2.91  C35 1.115
47 H 5.37 -1.13 2.96  O17 0.960
48 H 7.27 0.51 -0.02  C36 1.113
49 H -9.31 2.49 3.35  C24 1.089
50 H 2.04 -6.11 -2.61  C25 1.090
51 H -3.44 -3.13 -6.90  C30 1.090
52 H -5.59 8.69 5.27  C28 1.090
53 H -1.14 -0.16 -3.81  C29 1.087
54 H -3.88 2.55 -0.59  C33 1.089
55 H -6.92 7.91 4.41  C28 1.089
56 H 5.78 2.13 0.95  C22 1.121
57 H 0.92 0.79 -1.74  C26 1.090
58 H -2.59 3.69 -0.98  C33 1.090
59 H -0.18 -0.57 -1.50  C26 1.091
60 H 8.05 -6.12 -5.02  C34 1.090
61 H -7.24 3.44 5.42  C27 1.088
62 H 6.12 -5.48 -3.68  C32 1.091
63 H 7.31 -6.22 -2.60  C32 1.089
64 H 4.99 0.69 0.20  C22 1.113
65 H 2.65 -4.58 -3.25  C25 1.090
66 H -1.40 1.17 -2.69  C29 1.089
67 H -0.36 1.36 1.89  B38 1.170
68 H -3.36 -4.21 -4.61  C31 1.089
69 H 6.71 -7.19 -5.45  C34 1.089
70 H -1.80 -4.15 -5.42  C31 1.090
71 H 4.24 -5.73 -1.64  C21 1.090
72 H 7.83 -0.92 0.94  C36 1.113
73 H 8.42 0.70 1.43  C36 1.108
74 H -8.34 2.09 5.67  C27 1.090
75 H -7.33 8.18 6.89  C20 1.090
76 H 3.04 -5.54 -0.36  C21 1.089

The SMILES is C[C@H](O)COB1OBOBO1.ClCCCl.ClCCCl.ClCCCl.ClCCCl.ClCCCl.ClCCCl.ClCCCl. The HOMO-LUMO gap comes out at 10.23 eV. As for the largest force on an atom: 0.054 hartree/bohr. The value obtained for the molar mass is 850.26 g mol⁻¹. The LUMO energy comes out at 0.550 eV.

---

# C32H62O6

A cluster of 5 separate species, C32H62O6 in total in a non-equilibrium geometry (ωB97M-V/def2-TZVPD, the OMol25 dataset).

Each atom is followed by the atoms it is bonded to, with distances in Å.
Cartesian coordinates (Å):
1 O 0.92 3.80 1.19  C25 1.240
2 O 7.95 1.62 -2.15  C19 1.420, C34 1.420
3 O -5.46 -6.36 6.03  C10 1.420, C38 1.420
4 O -1.91 -4.05 1.50  C7 1.420, C9 1.420
5 O 3.69 -0.21 0.06  C22 1.245
6 O -4.57 4.19 -2.10  C28 1.420, C32 1.420
7 C -2.71 -4.70 2.48  O4 1.420, C17 1.519, H44 1.095, H45 1.092
8 C 2.52 2.00 -5.90  C15 1.614, C27 1.601, H71 1.133, H85 1.150
9 C -0.65 -4.65 1.22  O4 1.420, C11 1.518, H52 1.093, H80 1.095
10 C -6.33 -7.14 6.83  O3 1.420, C12 1.519, H59 1.095, H98 1.092
11 C -0.76 -6.07 0.69  C9 1.518, H51 1.092, H82 1.092, H99 1.093
12 C -7.79 -6.74 6.70  C10 1.519, H81 1.093, H86 1.093, H100 1.092
13 C 0.21 0.62 -5.66  C15 1.603, H46 1.135, H88 1.146, H92 1.150
14 C 0.86 3.49 -1.89  C20 1.584, C31 1.428, H39 1.148
15 C 0.92 2.01 -6.06  C8 1.614, C13 1.603, H50 1.145, H69 1.150
16 C 3.94 1.34 -3.16  C29 1.601, C35 1.594, H54 1.151, H79 1.136
17 C -2.06 -4.77 3.84  C7 1.519, H49 1.094, H58 1.093, H93 1.092
18 C 7.92 0.37 -0.04  C34 1.519, H75 1.092, H84 1.093, H97 1.094
19 C 7.64 2.89 -1.60  O2 1.420, C37 1.518, H66 1.094, H91 1.095
20 C 1.38 2.41 -0.85  C14 1.584, C25 1.608, C36 1.402
21 C -6.91 3.80 -1.45  C32 1.519, H41 1.093, H42 1.092, H53 1.093
22 C 2.57 0.33 0.03  O5 1.245, C26 1.604, C36 1.604
23 C 1.30 -1.19 1.99  C26 1.598, H68 1.134, H70 1.142, H83 1.150
24 C 0.75 1.34 1.55  C25 1.603, C26 1.406, H94 1.130
25 C 1.02 2.67 0.70  O1 1.240, C20 1.608, C24 1.603
26 C 1.50 0.20 1.22  C22 1.604, C23 1.598, C24 1.406
27 C 2.93 3.17 -4.88  C8 1.601, C29 1.597, H62 1.151, H74 1.146
28 C -4.55 5.58 -1.82  O6 1.420, C33 1.519, H63 1.093, H89 1.095
29 C 4.07 2.79 -3.83  C16 1.601, C27 1.597, H47 1.147, H65 1.153
30 C -4.99 -4.62 7.72  C38 1.518, H57 1.092, H61 1.092, H95 1.093
31 C -0.47 3.47 -2.40  C14 1.428, H48 1.140, H90 1.136
32 C -5.45 3.40 -1.31  O6 1.420, C21 1.519, H55 1.092, H78 1.095
33 C -4.12 5.92 -0.40  C28 1.519, H56 1.093, H73 1.092, H87 1.092
34 C 8.66 0.73 -1.31  O2 1.420, C18 1.519, H60 1.092, H72 1.096
35 C 2.46 0.93 -2.72  C16 1.594, C36 1.602, H76 1.133, H96 1.151
36 C 2.11 1.27 -1.19  C20 1.402, C22 1.604, C35 1.602
37 C 8.87 3.70 -1.21  C19 1.518, H40 1.093, H43 1.092, H64 1.093
38 C -5.43 -4.96 6.30  O3 1.420, C30 1.518, H67 1.093, H77 1.095
39 H 1.64 4.26 -2.23  C14 1.148
40 H 8.57 4.70 -0.86  C37 1.093
41 H -7.55 3.11 -0.89  C21 1.093
42 H -7.09 4.81 -1.07  C21 1.092
43 H 9.42 3.22 -0.39  C37 1.092
44 H -3.01 -5.69 2.13  C7 1.095
45 H -3.63 -4.11 2.56  C7 1.092
46 H 0.96 -0.23 -5.65  C13 1.135
47 H 5.13 2.91 -4.25  C29 1.147
48 H -0.65 3.19 -3.49  C31 1.140
49 H -1.77 -3.78 4.19  C17 1.094
50 H 0.40 2.83 -5.45  C15 1.145
51 H -1.19 -6.75 1.43  C11 1.092
52 H -0.18 -4.03 0.46  C9 1.093
53 H -7.22 3.78 -2.50  C21 1.093
54 H 4.26 0.58 -3.96  C16 1.151
55 H -5.33 2.37 -1.66  C32 1.092
56 H -3.15 5.46 -0.18  C33 1.093
57 H -4.92 -3.54 7.84  C30 1.092
58 H -2.75 -5.20 4.57  C17 1.093
59 H -6.01 -7.12 7.88  C10 1.095
60 H 8.82 -0.19 -1.89  C34 1.092
61 H -5.70 -4.99 8.46  C30 1.092
62 H 3.36 4.02 -5.52  C27 1.151
63 H -3.83 6.03 -2.52  C28 1.093
64 H 9.55 3.80 -2.05  C37 1.093
65 H 4.00 3.56 -2.97  C29 1.153
66 H 7.10 3.44 -2.38  C19 1.094
67 H -4.72 -4.52 5.60  C38 1.093
68 H 0.61 -1.11 2.89  C23 1.134
69 H 0.67 2.26 -7.16  C15 1.150
70 H 2.30 -1.69 2.22  C23 1.142
71 H 2.96 0.98 -5.67  C8 1.133
72 H 9.66 1.12 -1.09  C34 1.096
73 H -4.83 5.54 0.33  C33 1.092
74 H 2.04 3.64 -4.32  C27 1.146
75 H 7.78 1.24 0.61  C18 1.092
76 H 1.63 1.31 -3.39  C35 1.133
77 H -6.40 -4.51 6.07  C38 1.095
78 H -5.14 3.42 -0.27  C32 1.095
79 H 4.72 1.27 -2.34  C16 1.136
80 H -0.01 -4.61 2.10  C9 1.095
81 H -8.10 -6.77 5.66  C12 1.093
82 H 0.23 -6.45 0.41  C11 1.092
83 H 0.76 -1.88 1.24  C23 1.150
84 H 8.47 -0.38 0.53  C18 1.093
85 H 2.93 2.29 -6.93  C8 1.150
86 H -8.42 -7.43 7.28  C12 1.093
87 H -4.04 7.00 -0.27  C33 1.092
88 H -0.37 0.73 -4.68  C13 1.146
89 H -5.52 6.04 -2.06  C28 1.095
90 H -1.32 3.72 -1.69  C31 1.136
91 H 6.95 2.78 -0.76  C19 1.095
92 H -0.60 0.37 -6.44  C13 1.150
93 H -1.16 -5.39 3.83  C17 1.092
94 H -0.04 1.29 2.36  C24 1.130
95 H -4.02 -5.07 7.94  C30 1.093
96 H 2.41 -0.22 -2.78  C35 1.151
97 H 6.92 -0.03 -0.27  C18 1.094
98 H -6.21 -8.17 6.50  C10 1.092
99 H -1.41 -6.10 -0.19  C11 1.093
100 H -7.97 -5.73 7.07  C12 1.092

The SMILES is C=CC1=C(CCCCCCC)C(=O)C(C)=CC1=O.CCOCC.CCOCC.CCOCC.CCOCC. The HOMO-LUMO gap comes out at 7.52 eV. As for the largest force on an atom: 0.069 hartree/bohr. The value obtained for the molar mass is 542.84 g mol⁻¹. The LUMO energy comes out at -0.618 eV.

---

# C6H6O2

An isolated molecule of C6H6O2 in a non-equilibrium geometry (ωB97M-V/def2-TZVPD, the OMol25 dataset).

Each atom is followed by the atoms it is bonded to, with distances in Å.
Cartesian coordinates (Å):
1 O 0.93 1.11 -0.45  C3 1.431, C5 1.379
2 O -1.77 1.25 1.97  C7 1.209
3 C 0.13 0.73 0.68  O1 1.431, C5 1.549, C7 1.445, C8 1.527
4 C -0.42 -0.62 -1.67  C5 1.487, H9 1.088, H12 1.090, H14 1.086
5 C 0.44 -0.17 -0.54  O1 1.379, C3 1.549, C4 1.487, C6 1.533
6 C 1.22 -1.05 0.44  C5 1.533, C8 1.329, H10 1.071
7 C -1.12 1.40 0.97  O2 1.209, C3 1.445, H11 1.107
8 C 0.94 -0.28 1.48  C3 1.527, C6 1.329, H13 1.072
9 H -1.12 -1.39 -1.32  C4 1.088
10 H 1.81 -1.93 0.27  C6 1.071
11 H -1.43 2.09 0.16  C7 1.107
12 H 0.20 -1.05 -2.45  C4 1.090
13 H 1.16 -0.29 2.53  C8 1.072
14 H -0.98 0.22 -2.08  C4 1.086

The SMILES is C[C@]12C=C[C@@]1(C=O)O2. The HOMO-LUMO gap comes out at 9.74 eV. As for the largest force on an atom: 0.034 hartree/bohr. The value obtained for the molar mass is 110.11 g mol⁻¹. The LUMO energy comes out at 0.532 eV.

---

# C3H13NO7

A cluster of 5 separate species, C3H13NO7 in total in a non-equilibrium geometry (ωB97M-V/def2-TZVPD, the OMol25 dataset).

Each atom is followed by the atoms it is bonded to, with distances in Å.
Cartesian coordinates (Å):
1 O 0.18 -2.33 -2.83  H15 1.005, H18 1.006
2 O 1.72 2.58 -1.40  H14 0.908, H21 1.032
3 O 2.89 2.49 0.97  H23 0.984, H24 0.938
4 O 1.95 -0.59 1.58  C11 1.242
5 O 0.56 -1.33 0.00  C11 1.362, H17 1.017
6 O -1.97 -2.29 1.47  H16 0.988, H19 0.987
7 O -1.79 1.79 0.95  C10 1.206
8 N 0.12 0.75 0.90  C10 1.445, C11 1.393, H20 1.038
9 C -1.90 -0.13 -0.44  C10 1.465, H12 1.136, H13 1.194, H22 1.118
10 C -1.28 0.78 0.52  O7 1.206, N8 1.445, C9 1.465
11 C 0.93 -0.38 0.91  O4 1.242, O5 1.362, N8 1.393
12 H -2.56 0.49 -1.13  C9 1.136
13 H -2.82 -0.76 -0.03  C9 1.194
14 H 1.23 2.48 -0.64  O2 0.908
15 H 0.61 -1.62 -3.39  O1 1.005
16 H -1.45 -3.12 1.59  O6 0.988
17 H -0.15 -1.92 0.44  O5 1.017
18 H -0.01 -1.89 -1.95  O1 1.006
19 H -2.39 -2.24 2.36  O6 0.987
20 H 0.46 1.62 1.35  N8 1.038
21 H 1.01 2.78 -2.12  O2 1.032
22 H -1.21 -0.94 -0.76  C9 1.118
23 H 3.42 2.01 0.29  O3 0.984
24 H 2.45 1.77 1.39  O3 0.938

The SMILES is CC(=O)NC(=O)O.O.O.O.O. The HOMO-LUMO gap comes out at 10.49 eV. As for the largest force on an atom: 0.105 hartree/bohr. The value obtained for the molar mass is 175.14 g mol⁻¹. The LUMO energy comes out at -0.253 eV.

---

Question: Number 3 is which compound?
Answer: C32H62O6